1.
The following is a DFT calculation (ωB97M-V/def2-TZVPD) of a cluster of 3 separate species, C4H9FO2S in total.

Values from the calculation:
LUMO = -0.03597 Eh
net charge = 0
relative energy (zero: lowest compared OMol25 entry of this formula, charge and spin) = 0.0 kJ/mol
HOMO = -9.94 eV
Kohn-Sham gap = 8.96 eV

Each line ends with the Löwdin charge.
Atoms and positions in Å:
1 C 0.078 -1.446 0.329  0.011
2 C -0.351 0.530 -1.106  -0.083
3 C 0.778 0.791 1.137  -0.075
4 C 0.162 -0.138 0.139  -0.443
5 O -0.950 -2.562 3.703  -0.417
6 O 0.260 -0.500 4.171  -0.424
7 F -3.029 -0.107 0.336  -0.074
8 S -0.828 -1.148 3.486  0.874
9 H -0.363 -2.107 -0.402  0.069
10 H 0.482 -1.926 1.205  0.041
11 H -2.425 -0.323 -0.345  0.046
12 H 0.489 0.911 -1.688  0.089
13 H -0.976 1.387 -0.853  0.086
14 H -0.899 -0.160 -1.745  0.077
15 H 1.609 1.333 0.683  0.088
16 H 0.045 1.529 1.459  0.091
17 H 1.147 0.259 2.008  0.044

Atomic forces in eV per Å
0.0 -0.2 -0.1
0.2 -0.1 0.1
0.1 -0.1 -0.1
0.0 0.2 -0.1
-0.2 0.3 -0.3
-0.4 0.0 -0.3
0.2 -0.1 -0.3
0.4 -0.4 0.7
-0.1 -0.1 -0.1
0.2 -0.1 0.1
-0.3 0.1 0.5
0.0 0.1 -0.1
-0.1 0.0 0.0
-0.1 -0.1 -0.1
0.0 0.1 0.0
0.0 0.1 0.1
0.1 0.1 0.0

***

2.
The following is a DFT calculation (ωB97M-V/def2-TZVPD) of an isolated molecule of C4H9IN2.

Values from the calculation:
LUMO = 0.02521 Eh
net charge = 0
relative energy (zero: lowest compared OMol25 entry of this formula, charge and spin) = 83.3 kJ/mol
HOMO = -8.13 eV
Kohn-Sham gap = 8.82 eV
SMILES = NN[C@@H]1CC[C@H]1I

Each line ends with the Löwdin charge.
Atoms and positions in Å:
1 C 0.782 1.321 -0.371  -0.129
2 C -0.577 1.915 0.023  -0.184
3 C 0.226 -0.154 -0.359  -0.360
4 C -1.131 0.463 0.468  -0.726
5 N 0.224 -2.384 -0.222  -0.056
6 N 0.984 -1.259 0.121  -0.171
7 I -3.073 -0.292 0.126  0.737
8 H 1.254 1.628 -1.246  0.080
9 H 1.504 1.494 0.354  0.081
10 H -0.494 2.414 0.924  0.064
11 H -1.252 2.354 -0.673  0.087
12 H -0.020 -0.580 -1.404  0.149
13 H -0.710 0.278 1.538  0.093
14 H 0.755 -2.853 -1.024  0.104
15 H 0.408 -3.053 0.570  0.094
16 H 1.118 -1.293 1.176  0.137

Atomic forces in eV per Å
-2.1 -1.7 -0.1
-0.8 -3.0 0.2
-1.8 1.0 -1.3
4.4 -0.7 0.1
0.9 -4.0 -0.2
1.1 1.5 2.4
0.4 0.3 0.1
0.4 0.5 -1.9
1.2 0.1 1.8
-0.1 1.9 1.4
0.0 0.6 -0.7
-0.1 1.5 1.3
-1.6 0.3 -1.4
-1.0 0.7 1.3
-0.6 0.5 -1.2
-0.2 0.6 -1.8

***

3.
The following is a DFT calculation (ωB97M-V/def2-TZVPD) of an isolated molecule of C4H9IN2OS.

Values from the calculation:
LUMO = 0.00956 Eh
net charge = 0
relative energy (zero: lowest compared OMol25 entry of this formula, charge and spin) = 21.8 kJ/mol
HOMO = -9.04 eV
Kohn-Sham gap = 9.30 eV
SMILES = NN[C@@]1([C@H](O)CI)CS1

Each line ends with the Löwdin charge.
Atoms and positions in Å:
1 C -1.060 -0.256 -0.074  -0.482
2 C 0.996 1.064 0.721  -0.338
3 C -2.143 0.517 0.781  -0.544
4 C 0.535 -0.094 -0.051  -0.670
5 N 2.683 -1.199 -0.403  -0.040
6 N 1.373 -1.266 -0.027  -0.138
7 O -1.567 -0.479 -1.320  -0.201
8 S 1.173 1.261 -1.090  0.831
9 I -4.137 0.055 0.019  0.798
10 H -1.203 -1.282 0.280  0.129
11 H 0.074 1.729 1.019  0.098
12 H 1.888 1.154 1.254  0.050
13 H -2.088 0.220 1.869  0.071
14 H -1.975 1.557 0.869  0.010
15 H 3.231 -0.488 0.101  0.077
16 H 2.725 -0.800 -1.410  0.084
17 H 0.823 -1.944 -0.510  0.113
18 H -1.327 0.251 -2.029  0.150

Atomic forces in eV per Å
0.1 -2.3 1.0
-3.7 2.2 -0.9
1.2 -1.0 1.2
-0.5 1.3 0.9
1.6 1.0 -3.0
-2.8 0.2 1.5
0.8 2.1 -4.8
-0.3 0.8 -0.6
0.8 0.4 0.7
0.4 -0.1 0.8
2.4 -1.2 0.1
1.1 -0.2 1.0
-0.2 -0.2 -1.2
-0.3 1.4 -0.7
-0.7 -0.6 0.3
0.0 -0.8 1.8
0.6 -1.1 -0.4
-0.5 -1.8 2.4

***

4.
The following is a DFT calculation (ωB97M-V/def2-TZVPD) of the ion C4H9IN3O with charge +1.

Values from the calculation:
LUMO = -0.17730 Eh
net charge = +1
HOMO = -13.14 eV
Kohn-Sham gap = 8.32 eV
SMILES = [H]/N=C(/C=O)[C@@H](NI)[NH2+]C

Each line ends with the Löwdin charge.
Atoms and positions in Å:
1 C 1.293 1.619 1.325  -0.171
2 C 0.747 0.281 1.594  -0.181
3 C -0.667 0.163 -2.194  0.022
4 C 0.167 -0.497 0.002  -0.388
5 N 0.671 -0.315 2.666  0.229
6 N -0.468 -1.579 0.455  -0.430
7 N -0.664 0.551 -0.750  0.026
8 O 0.876 2.268 0.436  0.097
9 I -0.757 -3.414 -0.707  0.787
10 H 1.874 2.164 2.080  0.152
11 H 0.364 0.272 -2.252  0.081
12 H -0.954 -0.874 -2.297  0.044
13 H -1.186 0.778 -2.854  0.091
14 H 1.213 -0.624 -0.410  0.175
15 H 0.570 -1.275 2.645  0.054
16 H -1.357 -1.469 1.050  0.104
17 H -1.548 0.471 -0.236  0.176
18 H -0.174 1.481 -0.553  0.130

Atomic forces in eV per Å
-0.2 0.6 3.6
-1.2 -1.8 -2.9
0.2 -0.8 1.8
3.0 2.6 2.7
1.9 2.8 0.6
-2.8 -3.4 0.6
-0.2 -0.6 0.9
-0.6 1.7 -3.2
0.3 1.5 0.8
0.7 -0.7 0.2
1.9 -0.2 -1.8
-0.1 -0.2 0.0
-1.0 1.3 -0.7
-1.6 -0.2 -0.4
-1.3 -2.6 -0.1
2.0 0.0 -1.3
-0.1 0.6 -0.6
-0.7 -0.7 -0.1

***

5.
The following is a DFT calculation (ωB97M-V/def2-TZVPD) of the ion C4H9N with charge -1.

Values from the calculation:
2S+1 = 2
LUMO (alpha / beta) = 0.15590 / 0.14902 Eh
net charge = -1
expectation value of S² = 0.75
relative energy (zero: lowest compared OMol25 entry of this formula, charge and spin) = 52.8 kJ/mol
HOMO (alpha / beta) = 1.45 / -4.74 eV
Kohn-Sham gap (alpha / beta) = 2.79 / 8.79 eV

Each line ends with the Löwdin charge.
Atoms and positions in Å:
1 N 2.089 -0.725 -0.005  -0.095
2 C 1.142 -0.251 1.033  -0.552
3 C -1.994 0.610 -1.064  -0.186
4 C -0.720 0.730 -0.280  -0.247
5 C -0.269 -0.227 0.544  -0.221
6 H 3.037 -0.493 0.299  -0.048
7 H 1.964 -1.726 -0.134  -0.018
8 H 1.473 0.749 1.315  0.044
9 H 1.227 -0.865 1.930  0.022
10 H -2.803 0.103 -0.524  0.059
11 H -2.464 1.566 -1.319  0.045
12 H -1.775 0.111 -2.017  0.054
13 H -0.010 1.485 -0.593  0.080
14 H -0.898 -1.067 0.812  0.064

Atomic forces in eV per Å
-0.6 0.6 -0.1
0.1 -0.4 -0.3
-0.5 0.5 0.2
-0.2 -0.3 0.0
0.5 0.2 -0.1
0.1 -0.4 0.1
0.3 0.0 0.1
0.0 0.3 0.0
-0.1 -0.1 0.3
0.4 -0.4 -0.1
0.3 0.2 0.0
-0.2 -0.2 0.0
0.0 0.1 -0.1
-0.2 0.0 0.0

***

6.
The following is a DFT calculation (ωB97M-V/def2-TZVPD) of a cluster of 2 separate species, C4H9N in total.

Values from the calculation:
LUMO = 0.04342 Eh
net charge = 0
relative energy (zero: lowest compared OMol25 entry of this formula, charge and spin) = 184.7 kJ/mol
HOMO = -8.39 eV
Kohn-Sham gap = 9.58 eV
SMILES = C=CN.C=C

Each line ends with the Löwdin charge.
Atoms and positions in Å:
1 C -2.327 1.015 -0.868  -0.081
2 C -1.374 0.694 -1.728  -0.076
3 H -3.335 1.281 -1.175  0.041
4 H -2.207 0.923 0.206  0.041
5 H -1.609 0.483 -2.766  0.048
6 H -0.405 0.416 -1.338  0.016
7 C 0.843 -1.547 0.188  -0.038
8 C 0.885 -0.625 1.154  -0.298
9 N 1.834 0.410 1.217  0.010
10 H 1.348 -1.398 -0.756  0.048
11 H 0.382 -2.503 0.384  0.043
12 H 0.128 -0.550 1.927  0.099
13 H 2.485 0.409 0.445  0.073
14 H 2.358 0.399 2.080  0.075

Atomic forces in eV per Å
-0.5 -0.1 0.1
-0.3 -0.6 0.4
0.1 -0.1 -0.2
0.4 0.4 0.0
0.2 0.6 -0.1
0.1 -0.1 -0.2
-0.2 0.0 0.4
0.6 0.0 -0.3
-0.4 0.6 -0.4
0.6 -0.3 0.2
-0.8 0.3 -0.4
0.4 -0.6 0.4
0.0 -0.2 0.0
-0.2 0.1 0.1

***

7.
The following is a DFT calculation (ωB97M-V/def2-TZVPD) of a cluster of 2 separate species, C4H9N in total.

Values from the calculation:
LUMO = 0.04150 Eh
net charge = 0
relative energy (zero: lowest compared OMol25 entry of this formula, charge and spin) = 174.5 kJ/mol
HOMO = -7.98 eV
Kohn-Sham gap = 9.11 eV
SMILES = C=CN.C=C

Each line ends with the Löwdin charge.
Atoms and positions in Å:
1 C 0.067 1.517 -1.061  -0.109
2 C -0.503 1.804 -2.218  -0.066
3 H 1.134 1.636 -0.939  0.054
4 H -0.542 1.355 -0.184  0.044
5 H 0.085 2.186 -3.046  0.048
6 H -1.550 1.641 -2.434  0.048
7 C 0.465 -0.216 1.921  -0.047
8 C 0.148 -1.421 1.418  -0.292
9 N -0.070 -1.666 0.072  0.034
10 H 1.028 0.444 1.275  0.028
11 H 0.287 -0.033 2.974  0.038
12 H -0.102 -2.239 2.084  0.097
13 H -0.826 -2.299 -0.116  0.079
14 H 0.035 -0.902 -0.575  0.045

Atomic forces in eV per Å
-0.4 0.8 0.0
0.2 -0.1 -0.6
0.1 0.0 0.2
0.1 -0.5 0.1
0.0 -0.3 -0.1
-0.2 0.3 0.3
0.6 -1.0 0.0
-1.1 1.1 0.0
0.9 -0.8 0.1
-0.6 0.6 0.2
0.7 0.0 0.0
-0.4 0.0 -0.1
0.1 0.0 -0.2
-0.2 0.0 0.1

***

8.
The following is a DFT calculation (ωB97M-V/def2-TZVPD) of an isolated molecule of C4H9N.

Values from the calculation:
LUMO = 0.04331 Eh
net charge = 0
relative energy (zero: lowest compared OMol25 entry of this formula, charge and spin) = 5.4 kJ/mol
HOMO = -8.98 eV
Kohn-Sham gap = 10.16 eV
SMILES = C1CCNC1

Each line ends with the Löwdin charge.
Atoms and positions in Å:
1 C -0.368 -0.166 -1.226  -0.249
2 N 0.966 -0.567 -0.864  -0.079
3 C 1.261 0.194 0.339  -0.224
4 C -0.058 0.311 1.143  -0.182
5 C -1.165 0.070 0.088  -0.179
6 H -0.887 -0.874 -1.869  0.106
7 H -0.364 0.761 -1.799  0.104
8 H 0.962 -1.563 -0.666  0.105
9 H 1.564 1.203 0.050  0.109
10 H 2.040 -0.305 0.912  0.108
11 H -0.128 -0.432 1.930  0.092
12 H -0.190 1.270 1.624  0.092
13 H -1.867 0.908 -0.027  0.099
14 H -1.765 -0.811 0.365  0.098

Atomic forces in eV per Å
-1.3 0.2 -0.1
0.2 -0.3 -0.2
-0.4 0.0 0.5
-0.4 -0.1 -0.3
-0.1 -0.2 -0.1
0.3 -0.3 0.0
0.3 0.2 0.0
0.1 0.1 0.1
0.3 -0.1 0.0
0.2 0.2 0.0
0.1 -0.2 0.1
0.2 0.3 0.1
0.2 -0.2 0.1
0.2 0.2 -0.2

***

9.
The following is a DFT calculation (ωB97M-V/def2-TZVPD) of a cluster of 2 separate species, C4H9N in total.

Values from the calculation:
LUMO = 0.00185 Eh
net charge = 0
relative energy (zero: lowest compared OMol25 entry of this formula, charge and spin) = 487.1 kJ/mol
HOMO = -8.22 eV
Kohn-Sham gap = 8.27 eV
SMILES = C=CC.C=N

Each line ends with the Löwdin charge.
Atoms and positions in Å:
1 C 0.960 2.879 3.305  -0.118
2 N -0.375 2.686 3.388  0.011
3 H 1.270 3.323 2.310  0.043
4 H 1.684 3.491 3.916  0.071
5 H -0.557 2.079 4.145  -0.006
6 C 0.501 -1.743 -1.122  -0.141
7 C -0.432 -1.971 -2.301  -0.223
8 C -1.400 -1.029 -2.598  -0.029
9 H 1.384 -1.134 -1.394  0.079
10 H 0.014 -1.432 -0.170  0.083
11 H 0.924 -2.704 -0.815  0.049
12 H -0.278 -2.822 -3.057  0.110
13 H -1.428 -0.763 -3.624  0.022
14 H -2.268 -0.859 -1.983  0.050

Atomic forces in eV per Å
-3.3 4.1 -2.0
5.1 -1.1 -1.9
-0.6 -0.9 0.3
-0.4 -2.4 1.3
-0.8 0.2 2.3
-0.5 -2.2 1.1
-0.5 1.3 -0.5
1.0 -2.4 0.0
-0.8 0.1 0.0
0.1 0.6 -0.9
0.3 -0.1 -0.1
0.9 1.9 0.7
-1.3 -0.5 -1.2
0.7 1.5 0.9

***

10.
The following is a DFT calculation (ωB97M-V/def2-TZVPD) of a cluster of 2 separate species, C4H9N in total.

Values from the calculation:
LUMO = 0.03787 Eh
net charge = 0
relative energy (zero: lowest compared OMol25 entry of this formula, charge and spin) = 310.0 kJ/mol
HOMO = -8.72 eV
Kohn-Sham gap = 9.76 eV
SMILES = C=NC.C=C

Each line ends with the Löwdin charge.
Atoms and positions in Å:
1 C 0.839 -0.221 -1.558  -0.071
2 C 1.067 0.899 -2.252  -0.072
3 H 1.316 -1.093 -1.981  0.050
4 H 0.072 -0.170 -0.805  -0.001
5 H 1.409 0.903 -3.280  0.043
6 H 1.065 1.851 -1.724  0.046
7 C -0.463 0.702 1.832  -0.131
8 C -1.084 -1.510 1.049  -0.106
9 N -0.898 -0.685 1.977  -0.091
10 H -1.207 1.439 1.525  0.074
11 H -0.089 0.931 2.826  0.066
12 H 0.360 0.711 1.125  0.055
13 H -1.619 -1.210 0.129  0.071
14 H -0.769 -2.549 1.138  0.067

Atomic forces in eV per Å
0.0 0.9 -1.7
0.5 0.2 0.7
-1.0 -0.7 0.2
0.8 -0.5 0.9
0.8 -0.1 0.2
-1.1 0.2 -0.5
-1.0 -0.4 0.4
-1.2 0.9 -0.5
2.2 -0.9 0.4
-0.2 0.0 -0.1
0.1 0.6 -0.1
0.1 0.1 0.0
0.7 -0.1 -0.4
-0.8 -0.2 0.4

***

Calculated largest force on an atom (eV Å⁻¹), listed in the same order as above: 0.95 4.44 5.33 4.87 0.82 0.98 1.57 1.34 5.66 2.41